7
Properties=species:S:1:pos:R:3:forces:R:3:mulliken_charge:R:1 method="wB97M-V/def2-TZVPD" smiles="[O-]NN=[N+]([O-])[O-]" total_energy_ha=-390.2783 orbital_gap_ev="5.5 / 5.5" e_above_lowest_kj_mol=127.3 molar_mass_g_mol=91.0 charge=-2
N 1.881 0.354 0.014 -2.0 1.7 0.0 1.049
N 0.932 1.195 0.291 1.4 -0.2 -0.6 -0.442
N -0.294 0.746 0.570 -4.0 -3.0 -1.4 -0.235
O 1.749 -0.905 -0.052 -0.3 -0.9 0.2 -0.840
O -1.387 1.481 -0.354 1.9 -1.3 1.5 -0.885
O 2.993 0.904 -0.218 1.9 0.0 -0.2 -0.854
H -0.461 -0.386 0.316 1.1 3.7 0.4 0.207